122
Properties=species:S:1:pos:R:3:forces:R:3 method="wB97M-V/def2-TZVPD" charge=-1 multiplicity=6 e_tot_ev=-136486.1359
Ir -0.05887 -0.55427 -0.53094 -0.3 0.0 0.2
C -3.38913 -2.81005 -1.44073 -0.1 0.0 0.0
Si -3.19965 -2.57444 0.41403 0.1 -0.1 -0.1
C -4.93151 -2.22501 1.08710 -0.1 0.0 -0.1
C -2.64018 -4.18303 1.20802 -0.1 0.0 0.1
N -2.09800 -1.28249 0.67501 0.0 -0.2 0.3
P -1.63911 -0.20283 1.74629 -0.1 -0.5 -0.3
C -0.80516 0.96451 0.79342 0.2 0.0 0.1
P -1.52484 1.80797 -0.52378 0.0 0.1 -0.1
N -1.05570 0.93268 -1.78908 -0.1 0.3 -0.1
Si -0.98792 1.24180 -3.50862 0.1 -0.1 0.0
C -2.48337 2.24442 -4.08957 0.0 0.0 -0.1
C -1.01808 -0.37930 -4.41981 0.0 0.0 0.0
C 0.53803 2.25620 -3.88718 0.0 0.1 0.0
C -0.96091 3.53327 -0.57367 0.0 0.0 0.0
C 0.16853 3.89292 0.15339 0.0 0.0 0.0
C 0.68882 5.17633 0.05467 0.0 0.0 0.0
C 0.08490 6.10875 -0.77514 0.0 0.0 0.0
C -1.04616 5.75843 -1.50379 0.0 0.0 0.0
C -1.56583 4.47749 -1.40410 0.0 0.0 0.0
C -3.34141 1.93166 -0.51050 0.0 0.0 0.0
C -4.06094 0.85549 -1.02536 0.0 -0.1 0.0
C -5.44784 0.86287 -1.00265 0.0 0.0 0.0
C -6.12994 1.94682 -0.46720 0.0 0.0 0.0
C -5.42074 3.02416 0.04794 0.0 0.0 0.0
C -4.03414 3.01453 0.02760 0.0 0.0 0.0
C -2.99958 0.32639 2.83026 0.1 0.3 0.0
C -3.38195 1.65778 2.92280 0.0 0.0 0.1
C -4.41423 2.03912 3.77141 0.0 0.0 0.0
C -5.05436 1.08757 4.55019 0.0 0.0 0.0
C -4.64982 -0.24173 4.49210 0.0 0.0 0.0
C -3.62359 -0.61814 3.64219 0.0 0.0 0.0
C -0.48382 -0.83700 2.98995 0.0 0.0 0.1
C -0.08646 -2.16749 2.96810 0.0 0.0 0.0
C 0.77547 -2.64714 3.94922 0.0 0.0 0.0
C 1.24021 -1.80117 4.94435 0.0 0.0 0.0
C 0.84450 -0.46766 4.96581 0.0 0.0 0.0
C -0.02249 0.00874 3.99728 0.0 0.0 0.0
H -3.56478 -3.86175 -1.68829 0.0 0.1 0.0
H -2.49934 -2.49085 -1.98751 -0.1 0.0 0.1
H -4.25076 -2.23783 -1.80510 0.0 0.0 0.0
H -5.63491 -2.85420 0.52668 0.0 0.0 0.1
H -5.22656 -1.18140 0.94158 0.0 -0.1 0.0
H -5.05108 -2.46171 2.14429 0.0 0.0 0.0
H -3.38355 -4.96389 1.00873 0.1 0.0 0.0
H -2.55954 -4.07651 2.29611 0.0 0.0 -0.1
H -1.67828 -4.51996 0.81444 -0.1 0.0 0.0
H -3.42567 1.92334 -3.63652 0.1 0.0 0.0
H -2.57695 2.11151 -5.17385 0.0 0.0 0.1
H -2.36017 3.31489 -3.90830 0.0 0.0 0.0
H -1.87620 -0.98257 -4.10507 0.0 0.0 0.0
H -0.11526 -0.96383 -4.23645 -0.1 0.1 0.0
H -1.11402 -0.18998 -5.49463 0.0 0.0 0.0
H 0.55255 3.15563 -3.26122 0.0 0.0 0.0
H 0.54262 2.58006 -4.93418 0.0 0.0 0.1
H 1.44559 1.68014 -3.69573 -0.1 0.0 0.0
H 0.63886 3.15886 0.79445 0.0 0.0 0.0
H 1.57183 5.44167 0.62414 0.0 0.0 0.0
H 0.49359 7.10895 -0.85650 0.0 0.0 0.0
H -1.52320 6.48262 -2.15297 0.0 0.0 0.0
H -2.45116 4.21313 -1.96830 0.0 0.0 0.0
H -3.52323 0.01129 -1.44130 0.0 0.0 0.0
H -5.99425 0.01618 -1.40110 0.0 0.0 0.0
H -7.21313 1.95163 -0.44976 0.0 0.0 0.0
H -5.94799 3.87237 0.46831 0.0 0.0 0.0
H -3.48871 3.85848 0.43367 0.0 0.0 0.0
H -2.86095 2.40320 2.33766 0.0 0.0 0.0
H -4.71015 3.08024 3.82543 0.0 0.0 0.0
H -5.85963 1.38011 5.21314 0.0 0.0 0.0
H -5.13581 -0.98558 5.11157 0.0 0.0 0.0
H -3.29960 -1.65375 3.61251 0.0 0.0 0.0
H -0.42229 -2.81568 2.16829 0.0 0.0 0.0
H 1.09054 -3.68360 3.92121 0.0 0.0 0.0
H 1.91438 -2.17514 5.70540 0.0 0.0 0.0
H 1.21338 0.19923 5.73616 0.0 0.0 0.0
H -0.33729 1.04660 4.02177 0.0 0.0 0.0
O 2.04136 -0.72149 -3.29834 0.0 0.0 0.0
S 2.79482 -1.10179 -2.13032 0.2 -0.1 -0.2
O 4.14906 -0.60063 -2.06121 -0.1 0.0 0.0
O 2.07583 -0.81962 -0.85378 0.0 0.1 0.1
C 2.96559 -2.89712 -2.17351 -0.1 0.0 0.0
C 4.22869 -3.35134 -2.53043 0.1 0.0 0.0
C 4.50804 -4.70660 -2.62614 -0.1 0.0 0.0
C 3.51101 -5.63186 -2.36607 0.0 0.1 0.0
C 2.24538 -5.19029 -2.00964 0.0 -0.1 0.0
C 1.95946 -3.83534 -1.90611 0.0 0.0 0.0
S 0.30062 -3.45236 -1.33357 0.1 0.1 -0.2
O 0.46225 -2.96941 0.04117 0.1 -0.1 0.3
O -0.45103 -4.67521 -1.46402 0.0 0.0 0.0
O -0.19179 -2.33489 -2.15939 0.1 0.0 0.0
H 4.99912 -2.61673 -2.72049 0.0 0.0 0.0
H 5.50508 -5.02876 -2.90079 0.0 0.0 0.0
H 3.70724 -6.69463 -2.43524 0.0 0.0 0.0
H 1.45268 -5.89639 -1.80340 0.0 0.0 0.0
C 3.58284 -3.17964 1.44508 0.1 0.0 0.1
Si 4.34672 -1.56875 2.03690 -0.1 0.0 -0.1
C 4.95300 -1.78803 3.81298 0.0 0.0 0.0
C 5.85621 -1.19896 0.97636 0.1 0.0 0.0
C 3.10248 -0.19285 1.97818 0.0 -0.2 0.0
Si 3.37220 1.62096 1.79447 0.0 0.0 0.0
C 2.15257 2.56643 2.88215 0.0 0.0 0.0
C 3.20651 2.16644 0.00903 0.1 0.1 -0.1
C 5.10255 2.09514 2.38136 0.0 0.0 0.0
H 3.74911 -3.31419 0.37318 0.0 0.0 0.0
H 2.50309 -3.20832 1.60509 0.0 0.0 0.0
H 4.03843 -4.03188 1.96158 0.0 0.0 0.0
H 5.71220 -2.57562 3.86405 0.0 0.0 0.0
H 4.12805 -2.06625 4.47550 0.1 0.0 0.0
H 5.39823 -0.86322 4.19331 0.0 -0.1 0.0
H 6.42676 -2.12492 0.83938 0.0 0.0 0.0
H 6.52336 -0.46872 1.44381 -0.1 0.0 0.0
H 5.56391 -0.83863 -0.01377 0.0 0.0 0.0
H 2.06070 -0.52536 1.98106 0.1 0.1 0.0
H 1.12257 2.28017 2.65216 0.1 0.0 0.0
H 2.25381 3.64871 2.74463 0.0 0.0 0.0
H 2.33498 2.34136 3.93792 0.0 0.0 0.0
H 2.24797 1.89048 -0.43717 0.0 0.0 0.1
H 3.98374 1.69830 -0.60322 -0.1 0.0 0.0
H 3.32381 3.25489 -0.05817 0.0 0.0 0.0
H 5.27532 1.76007 3.40927 0.0 0.0 -0.1
H 5.22155 3.18377 2.36159 0.0 0.0 0.0
H 5.88015 1.66465 1.74421 -0.1 0.0 0.0


116
Properties=species:S:1:pos:R:3:forces:R:3 method="wB97M-V/def2-TZVPD" charge=+1 multiplicity=2 e_tot_ev=-62994.7522
C 17.40333 -20.21068 14.36974 0.9 1.0 -0.2
C 17.25237 -19.48868 15.71904 -1.7 -0.3 -0.6
C 16.02864 -18.51107 15.74015 0.6 0.1 -1.4
C 16.09215 -17.45974 14.64248 0.0 0.2 0.6
N 16.07987 -16.66250 13.80155 0.1 -1.0 0.9
H 17.49289 -19.52715 13.52542 0.1 0.4 0.1
H 16.57499 -20.85140 14.06740 0.0 -0.3 0.6
H 18.37062 -20.71078 14.41828 -0.2 -0.5 -0.3
H 18.16464 -19.00973 16.07466 0.0 -0.1 -0.2
H 16.96768 -20.30778 16.37944 0.2 0.1 0.7
H 15.86795 -18.10280 16.73794 0.0 0.4 -0.2
H 15.13166 -19.06222 15.45770 -0.1 -0.2 0.2
C 18.61411 -18.13815 19.02549 1.1 -0.6 0.3
C 19.82633 -19.00186 19.43857 -0.2 -0.1 0.2
C 19.44750 -20.17251 20.36961 -0.1 0.1 -0.2
C 20.58137 -21.02791 20.71598 2.4 -1.8 0.4
N 21.50011 -21.72893 20.92335 -2.4 1.9 -0.5
H 19.03677 -17.38909 18.35589 -0.5 0.3 0.1
H 18.17765 -17.70940 19.92759 -0.1 0.3 -0.2
H 17.84667 -18.70682 18.50038 0.0 -0.1 -0.1
H 20.56243 -18.35977 19.92229 -0.1 0.0 0.3
H 20.38003 -19.38387 18.58091 -0.3 -0.2 -0.2
H 18.70450 -20.80349 19.88184 0.0 -0.2 -0.3
H 18.95117 -19.84830 21.28429 0.2 0.3 0.1
C 12.89967 -16.53032 15.85058 -0.9 1.9 0.5
C 11.78248 -17.45304 16.34475 1.4 -1.5 -0.4
C 11.68555 -17.68859 17.92697 -0.2 1.3 -2.0
C 12.97940 -17.97427 18.51386 4.3 -1.2 2.1
N 14.03365 -18.19697 19.02424 -4.1 0.7 -2.2
H 13.16135 -16.62384 14.79660 0.2 -0.7 0.2
H 13.77196 -16.47579 16.50191 0.1 -0.4 -0.2
H 12.48817 -15.52098 15.84948 0.2 0.4 0.3
H 12.08405 -18.37843 15.85403 -0.3 -0.7 0.5
H 10.85793 -17.21999 15.81656 -0.3 0.3 0.8
H 10.95268 -18.45721 18.17239 0.1 0.1 0.1
H 11.39823 -16.71975 18.33548 -0.3 -0.1 0.3
N 17.04240 -13.05230 11.87711 2.5 -0.7 -2.1
C 17.94881 -14.09854 11.72627 -0.1 0.5 0.1
C 18.62411 -13.95291 10.51662 0.3 -2.0 2.2
C 18.11076 -12.86162 9.86815 -0.5 1.6 -0.2
C 17.21537 -12.26401 10.72957 -1.8 -0.2 0.5
H 16.34003 -13.03652 12.60273 0.0 0.4 -0.4
H 18.06084 -14.81715 12.52468 0.0 -0.1 -0.2
H 19.46753 -14.56807 10.23983 -0.2 -0.1 -0.2
H 18.41067 -12.57561 8.87083 -0.2 0.4 0.2
H 16.50300 -11.46572 10.58238 0.2 0.1 -0.2
N 14.95168 -23.03430 20.18669 0.6 0.3 -0.4
C 15.67354 -21.86663 20.41766 -1.8 -0.8 -1.0
C 15.54329 -21.04943 19.19975 -1.0 -1.9 -0.3
C 14.88720 -21.87588 18.27508 0.3 1.5 0.3
C 14.48973 -23.05130 18.90516 0.3 0.3 0.4
H 14.84867 -23.85525 20.76595 0.3 0.3 0.5
H 16.03070 -21.70141 21.42341 0.3 0.3 -0.2
H 15.67081 -19.98751 19.04990 0.6 0.0 0.3
H 14.55900 -21.64325 17.27279 0.2 0.3 0.1
H 13.82336 -23.79022 18.48522 0.2 -0.3 0.3
N 14.95504 -21.86887 9.51406 -1.2 -0.8 0.1
C 15.29787 -21.03591 8.48755 -1.1 -1.4 -0.3
C 16.01303 -20.02966 9.05054 1.1 0.8 -2.7
C 16.19699 -20.35871 10.35691 1.0 2.4 3.4
C 15.40710 -21.37956 10.69606 -0.2 -2.3 0.1
H 14.48954 -22.76337 9.45663 -0.1 0.4 -0.3
H 14.91395 -21.35520 7.52992 0.4 0.7 -0.2
H 16.47385 -19.17979 8.56912 -0.1 -0.2 -0.2
H 16.79571 -19.78850 11.05174 -0.1 0.2 0.1
H 15.15297 -21.92093 11.59536 0.4 0.2 0.1
N 17.66701 -24.29498 11.66768 -0.1 0.2 0.5
C 17.21420 -23.74055 12.82256 0.6 0.4 1.5
C 16.86829 -24.78002 13.71506 -0.8 0.7 -1.5
C 16.89408 -25.97766 12.95086 1.7 0.6 -0.5
C 17.53659 -25.61302 11.77197 -0.7 -2.4 -0.9
H 18.10582 -23.87054 10.86308 -0.2 0.4 0.4
H 17.40346 -22.68463 12.94748 -0.3 -0.1 0.3
H 16.53448 -24.76123 14.74201 0.0 0.5 -0.1
H 16.65933 -26.98430 13.26388 0.1 0.1 0.0
H 17.91193 -26.19076 10.94027 -0.3 -0.4 0.1
N 20.40840 -16.76474 15.73316 0.0 1.1 1.6
C 19.88898 -17.54698 14.75460 0.1 -0.2 0.3
C 20.75307 -18.61352 14.60919 0.0 0.5 -0.3
C 21.83930 -18.35694 15.48525 0.5 -1.7 0.6
C 21.56355 -17.27958 16.26831 -0.7 0.1 -0.9
H 19.99484 -15.93563 16.13521 -0.4 -0.1 -0.3
H 18.91541 -17.28523 14.36725 0.2 -0.1 -0.4
H 20.63605 -19.49034 13.98961 0.1 0.2 -0.2
H 22.68212 -19.01738 15.62618 0.0 0.0 0.0
H 21.96390 -16.94245 17.21301 0.3 0.3 -0.4
N 18.32033 -13.33991 16.28921 -0.1 -0.6 -2.3
C 17.75887 -14.59312 15.95464 0.5 3.8 -3.8
C 17.69794 -15.34297 17.00702 0.6 -1.3 3.6
C 18.32533 -14.56599 18.06408 0.6 -0.3 0.7
C 18.76356 -13.36086 17.54601 -0.8 -1.3 1.4
H 18.51995 -12.60778 15.62269 -0.1 -0.3 0.0
H 17.57812 -14.79080 14.90839 -0.4 0.0 0.1
H 17.36695 -16.37099 17.00586 0.0 0.2 0.3
H 18.53469 -14.86279 19.08117 -0.2 -0.2 0.0
H 19.31077 -12.56371 18.02717 -0.2 0.0 -0.2
N 13.31569 -13.60550 11.56874 1.1 2.2 1.8
C 13.27269 -12.20541 11.70697 0.8 -0.2 0.4
C 14.04012 -11.82232 12.87352 -2.3 0.0 -3.0
C 14.40252 -13.00920 13.45560 0.8 -2.0 0.4
C 14.05876 -14.06182 12.62048 -0.8 -0.9 0.3
H 12.88413 -14.21417 10.88803 0.1 0.5 0.0
H 12.73378 -11.68649 10.92806 0.2 0.4 0.3
H 14.38090 -10.86048 13.22728 -0.6 0.2 -0.2
H 14.90632 -13.09130 14.40736 0.2 -0.2 -0.1
H 14.21297 -15.12963 12.66940 0.2 0.1 0.4
N 22.53451 -22.57898 14.15715 -2.0 0.0 -1.0
C 21.91279 -23.43932 13.24379 0.2 -0.7 1.8
C 20.61755 -23.64686 13.72514 0.0 -0.7 -2.5
C 20.31286 -22.79540 14.75824 3.1 2.3 0.8
C 21.55113 -22.07324 14.95976 -1.5 -1.0 1.4
H 23.52097 -22.37395 14.22749 -0.3 0.1 -0.2
H 22.49734 -23.99401 12.52476 -0.2 0.1 0.0
H 19.85794 -24.24778 13.24734 0.3 -0.3 -0.1
H 19.36857 -22.67981 15.26947 0.2 0.1 0.0
H 21.77788 -21.35148 15.73050 0.1 0.0 -0.1